(1)
Molecular formula: C48H39BClNO8S
Method: DFT, wB97M-V/def2-TZVPD

XYZ file:
```
99
Properties=species:S:1:pos:R:3:lowdin_charge:R:1
C 3.3261 0.2331 4.5926 -0.084
C 2.8511 0.6879 3.0903 -0.244
O 2.7720 -0.4414 2.1265 -0.058
B 1.3911 -0.9486 2.2702 -0.481
O 1.0664 -1.7795 3.4799 -0.032
C 0.1531 -0.7109 1.2067 0.041
C -0.9189 -1.9666 1.0207 -0.002
C -2.1897 -1.9401 -0.0262 -0.041
C -2.3867 -0.5519 -0.9182 -0.051
C -1.3498 0.7032 -0.7208 -0.354
C -0.0539 0.6996 0.3365 -0.090
N 0.9009 1.8970 0.4798 -0.011
C 0.1402 3.1955 0.6465 -0.163
C 0.5149 4.2827 1.8546 -0.446
Cl 1.8934 4.0196 3.0889 0.512
C -0.3502 5.7004 2.0425 -0.050
C -1.5854 6.0917 0.9935 -0.011
C -1.9751 5.0391 -0.2016 -0.146
C -3.2087 5.2619 -1.3020 -0.173
C -4.4436 4.2781 -0.7825 -0.219
C -5.4463 5.0514 0.2682 -0.095
C -6.7533 4.1092 0.7061 -0.255
O -7.9701 4.6610 0.6749 -0.044
O -6.6513 2.7136 1.1643 -0.103
C -7.9158 1.9895 0.8803 -0.228
C -7.7741 0.3608 1.0212 -0.107
C -1.1284 3.6404 -0.3464 -0.314
S -1.5638 2.3423 -1.6794 0.820
H 2.5367 0.7004 5.3544 0.092
H 4.3773 0.6267 4.9241 0.080
H 3.2711 -0.9327 4.7265 0.089
H 1.7407 1.1088 3.1797 0.093
H 3.5237 1.5107 2.5866 0.125
H 0.3070 -1.2529 3.9087 0.150
H -0.7401 -2.9497 1.6683 0.109
H -2.9397 -2.8334 -0.1376 0.088
H -3.2721 -0.4392 -1.7082 0.100
H 1.4605 2.0277 -0.4120 0.130
H -0.1415 6.4734 2.8960 0.087
H -2.2146 7.0742 1.0828 0.094
H -3.5844 6.3689 -1.3585 0.115
H -2.9248 4.8544 -2.3819 0.106
H -5.0802 3.8302 -1.6643 0.126
H -3.9619 3.3756 -0.1785 0.110
H -5.7985 6.1042 -0.1694 0.139
H -4.8498 5.2232 1.2862 0.134
H -8.8166 2.3282 1.5482 0.132
H -8.1980 2.2029 -0.2585 0.139
H -8.1711 -0.2054 0.0608 0.083
H -8.3986 -0.0235 1.9581 0.084
H -6.6728 -0.0221 1.1893 0.082
C 1.0866 1.9874 -11.0599 -0.058
C -0.1261 2.6516 -10.8782 -0.058
C -0.4883 3.1096 -9.6103 0.005
C 0.3598 2.8920 -8.5177 -0.087
C 1.5609 2.2063 -8.6950 -0.085
C 1.9307 1.7630 -9.9715 0.007
C 2.4399 1.9276 -7.5410 -0.278
O 3.4968 1.3284 -7.6965 0.098
C 2.0228 2.3734 -6.1966 -0.085
C 2.8185 2.0652 -5.0854 0.010
C 2.4382 2.4946 -3.8121 -0.053
C 1.2705 3.2388 -3.6463 -0.080
C 0.4730 3.5425 -4.7507 0.002
C 0.8453 3.1002 -6.0271 -0.083
C -0.0231 3.3958 -7.1837 -0.278
O -1.0520 4.0458 -7.0382 0.095
H 1.3731 1.6385 -12.0496 0.108
H -0.7899 2.8153 -11.7242 0.108
H -1.4342 3.6320 -9.4769 0.121
H 2.8733 1.2389 -10.1199 0.122
H 3.7333 1.4873 -5.2066 0.123
H 3.0547 2.2497 -2.9499 0.106
H 0.9777 3.5796 -2.6555 0.077
H -0.4397 4.1197 -4.6129 0.117
C 3.6637 -4.4313 2.3298 -0.035
C 2.5623 -3.9073 3.0059 -0.046
C 2.0865 -4.5355 4.1580 0.023
C 2.7068 -5.6990 4.6291 -0.084
C 3.7927 -6.2366 3.9391 -0.089
C 4.2797 -5.5947 2.7930 0.007
C 4.4236 -7.4907 4.3987 -0.280
O 5.3797 -7.9617 3.7952 0.094
C 3.8804 -8.1731 5.5900 -0.086
C 4.4319 -9.3930 6.0029 0.005
C 3.9329 -10.0384 7.1364 -0.060
C 2.8909 -9.4646 7.8643 -0.061
C 2.3358 -8.2522 7.4520 0.005
C 2.8254 -7.6103 6.3068 -0.086
C 2.2079 -6.3466 5.8586 -0.279
O 1.2890 -5.8439 6.4951 0.094
H 4.0403 -3.9366 1.4371 0.112
H 2.0743 -3.0076 2.6376 0.061
H 1.2294 -4.1177 4.6836 0.119
H 5.1356 -6.0011 2.2569 0.120
H 5.2478 -9.8462 5.4420 0.121
H 4.3592 -10.9882 7.4521 0.107
H 2.5068 -9.9635 8.7514 0.107
H 1.5193 -7.8127 8.0225 0.121
```

Properties
Max |F|: 7.86 eV/Å
E_HOMO: -0.31396 hartree
E_LUMO: -1.119 eV



(2)
Molecular formula: C5H3NO
Method: DFT, wB97M-V/def2-TZVPD

XYZ file:
```
10
Properties=species:S:1:pos:R:3:lowdin_charge:R:1
C -1.1623 0.5448 -0.0238 -0.118
C -0.7769 -2.0313 0.0068 0.139
C -0.1230 1.3911 0.0051 -0.132
C -1.0065 -0.8514 -0.0160 -0.150
C 1.9888 0.1351 0.0041 -0.306
N 1.1857 1.0159 0.0067 0.149
O 2.9293 -0.5400 -0.0006 0.178
H -2.1679 0.9408 -0.0432 0.104
H -0.6194 -3.0685 0.0383 0.023
H -0.2478 2.4636 0.0225 0.113
```

Properties
Max |F|: 0.92 eV/Å
E_HOMO: -0.33024 hartree
E_LUMO: 0.498 eV
Relative energy (zero: lowest compared OMol25 entry of this formula, charge and spin): 128.83 kJ/mol



(3)
Molecular formula: C10H10OS2
Method: DFT, wB97M-V/def2-TZVPD

XYZ file:
```
23
Properties=species:S:1:pos:R:3:lowdin_charge:R:1
C 2.3524 0.6854 0.9000 -0.104
C 1.6518 1.6717 0.3475 -0.057
C -0.0637 -2.0265 -1.0661 -0.387
C -2.6035 -0.0304 -1.6170 -0.032
C -0.3774 -1.7397 0.4195 -0.175
C -1.9947 0.8058 -0.8433 -0.165
C 1.8643 -0.5790 1.4838 -0.408
C 0.1579 1.6451 0.2173 -0.329
C 0.5383 -1.1705 1.2289 -0.662
C -0.4604 0.7621 -0.6841 -0.475
O -0.5810 2.5149 0.9524 0.054
S 0.6093 -0.8365 2.9104 0.905
S 0.4874 -0.3401 -1.6944 0.908
H 3.4559 0.6411 0.8709 0.120
H 2.1104 2.5432 -0.0798 0.113
H -0.8989 -2.3758 -1.6271 0.033
H 0.7713 -2.7700 -1.2902 0.096
H -3.6556 0.2226 -1.8974 0.078
H -2.0398 -0.7282 -2.2630 0.039
H -1.3877 -1.9415 0.7879 0.112
H -2.4984 1.4436 -0.1469 0.096
H 2.5569 -1.4267 1.5470 0.110
H 0.0051 3.0295 1.5437 0.130
```

Properties
Max |F|: 4.28 eV/Å
E_HOMO: -0.29336 hartree
E_LUMO: 0.090 eV
Relative energy (zero: lowest compared OMol25 entry of this formula, charge and spin): 126.58 kJ/mol



(4)
Molecular formula: C8H9F5I2MnO5STeTi
Method: DFT, wB97M-V/def2-TZVPD

XYZ file:
```
33
Properties=species:S:1:pos:R:3:lowdin_charge:R:1
I -3.1587 0.7686 -1.4515 1.148
I 0.4584 -0.8142 3.5683 1.140
Mn 1.0629 0.0981 1.2615 -0.062
Ti -0.7856 1.1322 -0.3797 0.247
S -0.5443 -1.0464 0.3563 0.641
C 0.4467 0.8447 -2.0561 -0.046
C -0.2497 3.2282 -1.1759 0.004
C -0.0206 -2.6223 -0.8533 -0.636
C -0.0543 -3.8062 0.1034 -0.050
C 1.3557 -2.3883 -1.4374 -0.050
C -1.1060 -2.6754 -1.9096 -0.063
C 1.5447 1.7166 1.9019 -0.178
C 2.6388 -0.3281 0.6269 -0.090
O 0.0169 4.1188 -1.8452 0.298
O 1.0138 0.7531 -3.0656 0.292
O 2.3383 2.4199 2.3824 0.296
O 3.7546 -0.5901 0.3521 0.299
H 0.2266 -4.7312 -0.4202 0.148
H -1.0599 -3.9396 0.5249 0.114
H 0.6457 -3.6623 0.9389 0.098
H 1.5415 -3.1384 -2.2201 0.152
H 2.1414 -2.4843 -0.6786 0.091
H 1.4376 -1.3982 -1.8941 0.055
H -0.9350 -3.5393 -2.5641 0.147
H -1.1139 -1.7737 -2.5337 0.075
H -2.0963 -2.7729 -1.4541 0.105
F -0.4941 3.1070 3.5175 -0.310
Te -1.3762 3.8133 2.0079 1.952
F -3.0758 3.3125 2.6956 -0.277
F 0.2941 4.2804 1.2500 -0.323
F -2.1959 4.4577 0.4214 -0.313
F -1.4463 5.5452 2.8116 -0.249
O -1.2053 2.1145 1.2184 -0.655
```

Properties
Max |F|: 10.91 eV/Å
Net charge: +4
E_HOMO (spin up / spin down): -0.89115 / -0.90096 hartree
Spin multiplicity: 6
<S²>: 8.829
E_LUMO (spin up / spin down): -17.590 / -18.841 eV
Relative energy (zero: lowest compared OMol25 entry of this formula, charge and spin): 84.85 kJ/mol



(5)
Molecular formula: C3H2N2O2S
Method: DFT, wB97M-V/def2-TZVPD

XYZ file:
```
10
Properties=species:S:1:pos:R:3:lowdin_charge:R:1
C -0.7535 0.0045 0.0016 -0.644
C -0.2854 1.3356 0.1498 -0.156
C 1.4125 -0.6421 -0.0142 -0.474
H -2.5381 -1.6074 -0.0849 -0.102
H -0.8881 2.1654 0.3770 0.103
N 0.9298 1.6736 -0.0255 0.086
N 0.0913 -0.9789 0.0421 0.150
O 1.8570 0.7242 -0.1574 0.041
O 2.3639 -1.3844 0.0787 0.117
S -2.4831 -0.2705 -0.0376 0.878
```

Properties
Max |F|: 3.63 eV/Å
E_HOMO: -0.38319 hartree
E_LUMO: -1.174 eV
Relative energy (zero: lowest compared OMol25 entry of this formula, charge and spin): 316.78 kJ/mol



> Which formula does entry 5 have?

C3H2N2O2S